(1)
ORCA calculation (ωB97M-V with the def2-TZVPD basis set) on a molecular structure, C11H23AlClN5OP.

Cartesian coordinates (Å):
N1 -0.70 2.01 -1.46
P1 -0.46 0.39 -0.83
O1 0.73 -0.16 -1.91
Al1 0.73 1.06 1.21
C1 2.55 1.87 0.86
C2 3.50 1.13 -0.08
C3 4.81 1.84 -0.37
Cl1 4.72 2.95 -1.79
H1 -1.52 2.04 -2.05
H2 -0.87 2.66 -0.70
H3 1.53 -0.43 -1.44
H4 -0.22 2.18 1.89
H5 0.90 -0.24 2.18
H6 2.46 2.91 0.53
H7 3.02 1.91 1.86
H8 3.01 0.94 -1.04
H9 3.77 0.16 0.36
H10 5.64 1.16 -0.58
H11 5.10 2.48 0.47
C4 -0.04 4.75 -3.51
C5 -0.99 5.25 -2.52
N2 -1.74 5.59 -1.72
H12 0.47 3.89 -3.08
H13 -0.57 4.44 -4.41
H14 0.68 5.53 -3.77
C6 1.53 -2.76 3.72
C7 1.18 -2.93 2.32
N3 0.87 -3.06 1.23
H15 2.30 -3.46 4.01
H16 1.88 -1.74 3.87
H17 0.64 -2.92 4.34
C8 -3.01 -1.75 0.59
C9 -2.83 -0.76 1.64
N4 -2.63 0.02 2.45
H18 -2.16 -1.66 -0.09
H19 -3.08 -2.76 1.00
H20 -3.93 -1.54 0.04
C10 -4.88 -5.09 -1.07
C11 -3.92 -5.21 0.02
N5 -3.15 -5.26 0.88
H21 -5.09 -6.07 -1.49
H22 -5.80 -4.66 -0.69
H23 -4.47 -4.44 -1.84

The calculation puts the LUMO energy at 2.34 eV. The calculation puts the HOMO energy at -3.4 eV. As for the charge: -1. The gap between HOMO and LUMO comes out at 5.8 eV.

=====

(2)
ORCA calculation (ωB97M-V with the def2-TZVPD basis set) on 2 unconnected molecules or ions with the total composition CH5NO2.

Cartesian coordinates (Å):
N1 1.46 -0.48 -0.15
O1 1.16 0.79 0.05
H1 1.19 -0.78 -1.16
H2 2.54 -0.64 -0.06
H3 1.05 -1.08 0.55
C1 -1.60 0.73 -0.07
O2 -1.78 -0.49 -0.08
H4 -1.47 1.24 -1.00
H5 -1.61 1.36 0.92

The calculation puts the LUMO energy at 0.50 eV. The calculation puts the HOMO energy at -9.0 eV. As for the energy relative to the best compared isomer or geometry (same formula, charge and spin): 98.4 kcal per mole. As for the structure (SMILES): [NH3+][O-].C=O. The gap between HOMO and LUMO comes out at 9.5 eV.

=====

(3)
ORCA calculation (ωB97M-V with the def2-TZVPD basis set) on 2 unconnected molecules or ions with the total composition C2H11N3P.

Cartesian coordinates (Å):
C1 1.46 -1.71 0.92
C2 0.00 -1.23 0.60
N1 1.16 -0.38 1.43
N2 -1.26 1.41 -1.74
N3 -0.96 -1.79 1.25
P1 -0.08 0.43 -0.96
H1 2.16 -1.67 0.15
H2 1.50 -2.46 1.66
H3 1.23 -0.11 2.33
H4 1.55 0.30 0.78
H5 -1.45 2.36 -1.56
H6 -1.80 1.17 -2.51
H7 -1.79 -1.35 1.55
H8 -0.14 4.25 -2.10
H9 -0.90 -2.65 1.73
H10 -0.62 3.98 -1.63
H11 -0.07 -0.54 -1.92

The calculation puts the LUMO energy at -4.02 eV. The calculation puts the HOMO energy at -12.8 eV. As for the charge: +1. As for the energy relative to the best compared isomer or geometry (same formula, charge and spin): 85.9 kcal per mole. The gap between HOMO and LUMO comes out at 8.7 eV.

=====

(4)
ORCA calculation (ωB97M-V with the def2-TZVPD basis set) on a single C3H9N3 molecule.

Cartesian coordinates (Å):
H1 -2.04 -1.44 -1.35
N1 -2.16 -0.43 -1.27
C1 -1.12 0.15 -0.79
N2 -1.23 1.44 -0.24
N3 0.16 -0.37 -0.80
C2 1.22 0.08 0.06
C3 1.26 -0.60 1.42
H2 -1.03 2.18 -0.89
H3 -2.18 1.52 0.10
H4 0.16 -1.32 -1.15
H5 1.14 1.17 0.09
H6 2.18 -0.07 -0.45
H7 0.57 -0.14 2.12
H8 2.25 -0.58 1.86
H9 0.83 -1.59 1.27

The calculation puts the LUMO energy at 0.98 eV. The calculation puts the HOMO energy at -8.9 eV. As for the energy relative to the best compared isomer or geometry (same formula, charge and spin): 9.4 kcal per mole. As for the structure (SMILES): [H]/N=C(/N)NCC. The gap between HOMO and LUMO comes out at 9.8 eV.

=====

(5)
ORCA calculation (ωB97M-V with the def2-TZVPD basis set) on a molecular structure, C21H26F5LaN7O6S4.

Cartesian coordinates (Å):
La1 -0.47 -0.30 0.25
C1 1.55 -3.66 -3.01
C2 1.68 -2.54 -2.00
O1 0.86 -2.38 -1.11
N1 2.79 -1.77 -2.14
C3 3.03 -0.56 -1.36
C4 3.39 -0.85 0.08
C5 4.72 -0.96 0.47
C6 5.02 -1.26 1.78
C7 3.97 -1.46 2.67
C8 2.67 -1.33 2.20
N2 2.38 -1.02 0.93
H1 0.51 -3.99 -3.02
H2 2.18 -4.50 -2.70
H3 1.84 -3.34 -4.01
H4 3.34 -1.90 -2.97
H5 2.16 0.08 -1.38
H6 3.85 -0.03 -1.84
H7 5.51 -0.82 -0.26
H8 6.05 -1.35 2.11
H9 4.15 -1.71 3.70
H10 1.82 -1.50 2.84
S1 -0.23 -2.90 1.77
S2 -1.91 -3.12 2.94
S3 -2.55 -1.24 3.50
S4 -3.02 -0.21 1.77
O2 0.47 -0.48 -4.27
C9 0.16 -0.18 -3.16
N3 -0.11 0.10 -2.03
C10 -4.58 -2.44 -1.86
C11 -3.82 -3.71 -1.48
C12 -2.88 -3.19 -0.40
O3 -2.45 -1.93 -0.92
C13 -3.56 -1.32 -1.61
H11 -5.44 -2.31 -1.21
H12 -4.94 -2.44 -2.89
H13 -3.24 -4.08 -2.33
H14 -4.46 -4.51 -1.12
H15 -2.00 -3.79 -0.22
H16 -3.41 -3.04 0.54
H17 -3.17 -0.88 -2.53
H18 -3.98 -0.53 -0.99
N4 2.56 3.58 -0.22
C14 1.82 2.84 0.67
N5 1.27 3.54 1.72
O4 1.66 1.63 0.54
H19 2.31 4.55 -0.33
H20 2.68 3.10 -1.10
H21 1.11 4.53 1.57
H22 0.47 3.07 2.13
F1 -2.44 4.66 -3.00
C15 -2.21 3.87 -1.90
C16 -2.60 4.32 -0.58
F2 -3.81 4.08 -0.13
C17 -1.50 4.52 0.30
F3 -0.59 5.39 -0.34
C18 -1.03 3.12 0.00
O5 -1.10 2.14 0.72
C19 -0.89 3.09 -1.52
F4 0.31 3.19 -2.15
C20 -2.04 2.42 -2.03
F5 -2.66 1.44 -1.32
N6 0.78 1.06 4.72
C21 -0.07 1.01 3.63
N7 -1.17 1.79 3.69
O6 0.21 0.29 2.67
H23 0.73 1.84 5.34
H24 1.69 0.66 4.56
H25 -1.51 2.08 4.59
H26 -1.88 1.54 2.99

The calculation puts the LUMO energy at 1.71 eV. The calculation puts the HOMO energy at -3.6 eV. As for the charge: -1. As for the energy relative to the best compared isomer or geometry (same formula, charge and spin): 157.1 kcal per mole. The gap between HOMO and LUMO comes out at 5.3 eV.

=====

(6)
ORCA calculation (ωB97M-V with the def2-TZVPD basis set) on a single C9H11NO3S2 molecule.

Cartesian coordinates (Å):
C1 -1.99 2.48 -0.01
C2 -1.64 1.99 1.31
C3 -1.80 1.73 -1.11
C4 -1.21 0.68 1.45
C5 -1.32 0.34 -0.96
C6 -0.89 -0.07 0.34
C7 -1.05 -0.40 -2.21
C8 1.57 -1.23 0.19
C9 2.08 -3.59 -0.16
N1 1.75 1.42 0.87
O1 3.63 0.41 -0.36
O2 1.47 0.81 -1.52
O3 2.49 -2.20 -0.01
S1 -0.03 -1.60 0.67
S2 2.19 0.40 -0.37
H1 -2.46 3.44 0.06
H2 -1.81 2.66 2.13
H3 -2.16 2.01 -1.97
H4 -1.01 0.42 2.46
H5 -0.58 -1.39 -2.18
H6 -1.55 -0.05 -3.05
H7 1.08 -3.63 -0.79
H8 1.92 -4.21 0.73
H9 2.86 -4.02 -0.64
H10 1.91 2.34 0.69
H11 2.31 1.19 1.67

The calculation puts the LUMO energy (spin up / spin down) at 0.25 / -0.74 eV. The calculation puts the HOMO energy (spin up / spin down) at -7.6 / -7.0 eV. As for the energy relative to the best compared isomer or geometry (same formula, charge and spin): 71.7 kcal per mole. The gap between HOMO and LUMO (spin up / spin down) comes out at 7.8 / 6.3 eV.

=====

(7)
ORCA calculation (ωB97M-V with the def2-TZVPD basis set) on 2 unconnected molecules or ions with the total composition C18H25N3O3S.

Cartesian coordinates (Å):
C1 -1.93 -2.50 -2.20
H1 -2.14 -2.98 -3.22
H2 -0.78 -2.11 -2.40
C2 -2.08 -3.52 -1.15
N1 -1.72 -3.06 -0.03
C3 -0.70 -3.33 0.86
O1 -0.03 -4.32 0.70
C4 -0.39 -2.32 1.89
H3 -1.34 -2.02 2.42
H4 0.35 -2.90 2.68
S1 0.46 -0.63 1.54
C5 -0.90 0.34 0.94
N2 -1.97 -0.41 0.91
C6 -3.00 0.69 0.70
C7 -4.34 0.08 0.50
C8 -5.43 0.89 0.39
C9 -5.09 2.09 -0.03
C10 -3.89 2.71 0.03
C11 -2.68 2.05 0.25
C12 -1.45 2.50 0.45
O2 -1.14 3.58 -0.06
N3 -0.57 1.62 0.90
C13 0.92 2.08 0.82
C14 1.59 1.71 -0.37
H5 1.19 2.40 -1.60
H6 1.64 0.62 -0.78
C15 3.14 1.86 -0.43
O3 3.80 1.56 0.62
C16 4.55 0.27 0.48
C17 5.93 0.71 -0.31
H7 5.69 1.12 -1.46
H8 6.30 1.59 -0.01
H9 6.66 -0.02 -0.35
C18 3.92 -0.98 -0.38
H10 4.60 -1.76 -0.41
H11 3.71 -0.37 -1.34
H12 3.08 -1.15 0.01
H13 4.92 0.00 1.64
H14 3.18 3.17 -0.21
H15 3.52 1.98 -1.28
H16 1.54 1.41 1.75
H17 0.77 3.12 1.16
H18 -3.74 3.74 -0.28
H19 -6.01 2.75 -0.34
H20 -6.48 0.60 0.16
H21 -4.34 -1.00 0.88
H22 -2.10 -2.11 0.43
H23 -1.37 -4.51 -1.23
H24 -3.15 -3.72 -1.16
H25 -2.72 -1.55 -2.06

The calculation puts the LUMO energy at -0.22 eV. The calculation puts the HOMO energy at -8.7 eV. As for the energy relative to the best compared isomer or geometry (same formula, charge and spin): 344.0 kcal per mole. The gap between HOMO and LUMO comes out at 8.5 eV.

=====

(8)
ORCA calculation (ωB97M-V with the def2-TZVPD basis set) on a single C3H3NS molecule.

Cartesian coordinates (Å):
C1 -0.03 0.47 0.49
C2 -0.03 0.18 -0.94
C3 0.05 1.58 1.18
N1 -0.07 -1.08 -1.16
S1 0.38 2.78 2.14
H1 -0.22 -0.45 1.08
H2 0.03 -1.97 -0.61
H3 -0.11 -1.52 -2.18

The calculation puts the LUMO energy at -0.37 eV. The calculation puts the HOMO energy at -8.2 eV. As for the energy relative to the best compared isomer or geometry (same formula, charge and spin): 58.7 kcal per mole. The gap between HOMO and LUMO comes out at 7.9 eV.

=====

(9)
ORCA calculation (ωB97M-V with the def2-TZVPD basis set) on 2 unconnected molecules or ions with the total composition C4H12N2.

Cartesian coordinates (Å):
C1 3.99 0.26 -0.73
C2 3.08 1.26 -0.51
C3 2.07 0.99 0.54
H1 4.88 0.37 -1.39
H2 3.76 -0.80 -0.43
H3 3.26 2.31 -0.80
H4 2.35 0.27 1.41
H5 1.20 0.72 -0.14
H6 1.58 1.84 1.08
N1 -1.74 -0.15 -0.26
C4 -3.22 -0.28 0.20
N2 -3.94 -1.59 0.17
H7 -1.21 -0.84 0.24
H8 -1.73 -0.51 -1.19
H9 -3.64 0.50 -0.33
H10 -3.04 -0.07 1.21
H11 -4.11 -1.84 1.17
H12 -3.53 -2.46 -0.26

The calculation puts the LUMO energy at 1.00 eV. The calculation puts the HOMO energy at -9.1 eV. As for the energy relative to the best compared isomer or geometry (same formula, charge and spin): 62.8 kcal per mole. As for the structure (SMILES): C=CC.NCN. The gap between HOMO and LUMO comes out at 10.1 eV.

=====

(10)
ORCA calculation (ωB97M-V with the def2-TZVPD basis set) on a single C20H26N6O molecule.

Cartesian coordinates (Å):
C1 -1.10 -3.06 -2.62
C2 -0.07 -2.66 -1.56
O1 0.36 -1.36 -1.91
C3 1.38 -0.77 -1.23
C4 2.14 -1.36 -0.23
C5 3.18 -0.65 0.36
C6 3.50 0.65 -0.02
C7 4.66 1.36 0.65
C8 5.95 0.56 0.41
C9 4.87 2.78 0.12
C10 4.39 1.45 2.16
C11 2.72 1.23 -1.02
C12 1.68 0.54 -1.61
C13 -0.70 -2.70 -0.19
C14 -0.35 -3.59 0.80
C15 -1.01 -3.53 2.04
N1 -1.96 -2.67 2.33
C16 -2.31 -1.83 1.37
N2 -3.23 -0.90 1.37
C17 -3.18 -0.37 0.13
N3 -3.97 0.62 -0.34
C18 -4.88 1.10 0.45
N4 -5.70 2.07 0.05
C19 -6.72 2.61 0.91
C20 -5.61 2.63 -1.27
N5 -2.25 -0.91 -0.66
N6 -1.69 -1.84 0.10
H1 -0.63 -3.06 -3.60
H2 -1.49 -4.06 -2.40
H3 -1.91 -2.34 -2.61
H4 0.78 -3.36 -1.58
H5 1.94 -2.36 0.11
H6 3.75 -1.15 1.13
H7 6.13 0.47 -0.66
H8 5.88 -0.44 0.82
H9 6.80 1.07 0.86
H10 3.99 3.40 0.29
H11 5.09 2.76 -0.95
H12 5.71 3.24 0.63
H13 3.46 2.00 2.34
H14 4.30 0.47 2.61
H15 5.20 1.98 2.66
H16 2.91 2.23 -1.35
H17 1.08 0.99 -2.38
H18 0.42 -4.32 0.63
H19 -0.75 -4.21 2.83
H20 -5.02 0.74 1.47
H21 -6.57 3.68 1.05
H22 -6.70 2.11 1.88
H23 -7.71 2.46 0.46
H24 -4.79 2.12 -1.79
H25 -6.54 2.47 -1.81
H26 -5.40 3.70 -1.22

The calculation puts the LUMO energy at 0.43 eV. The calculation puts the HOMO energy at -8.0 eV. As for the energy relative to the best compared isomer or geometry (same formula, charge and spin): 9.7 kcal per mole. As for the structure (SMILES): C[C@@H](Oc1ccc(C(C)(C)C)cc1)c1ccnc2nc(/N=C/N(C)C)nn12. The gap between HOMO and LUMO comes out at 8.4 eV.

=====

(11)
ORCA calculation (ωB97M-V with the def2-TZVPD basis set) on a molecular structure, C40H29BrF4N8PS2V.

Cartesian coordinates (Å):
V1 -1.52 -1.41 -0.54
N1 -1.04 2.76 -1.97
C1 -0.79 1.48 -1.65
N2 -1.67 0.64 -1.22
C2 -3.01 1.03 -1.17
N3 -3.96 0.18 -1.00
N4 -3.46 -1.08 -0.83
C3 -4.29 -2.05 -0.76
C4 -3.72 -3.36 -0.54
C5 -4.51 -4.51 -0.50
C6 -3.90 -5.72 -0.24
C7 -2.53 -5.75 -0.02
C8 -1.82 -4.56 -0.09
N5 -2.38 -3.39 -0.35
C9 -3.32 2.44 -1.35
C10 -4.59 2.97 -1.12
C11 -4.83 4.31 -1.32
C12 -3.81 5.15 -1.76
C13 -2.54 4.66 -1.99
C14 -2.30 3.31 -1.78
H1 -0.28 3.34 -2.29
H2 0.25 1.16 -1.73
H3 -5.36 -1.88 -0.86
H4 -5.57 -4.44 -0.67
H5 -4.49 -6.63 -0.19
H6 -2.02 -6.67 0.21
H7 -0.75 -4.55 0.07
H8 -5.37 2.30 -0.79
H9 -5.82 4.71 -1.14
H10 -4.01 6.20 -1.91
H11 -1.75 5.31 -2.31
C15 1.17 -3.54 3.94
S1 -0.26 -2.44 3.91
C16 -0.39 -2.00 2.23
S2 -1.75 -1.03 1.85
N6 0.52 -2.47 1.42
N7 0.27 -2.18 0.13
C17 1.05 -2.69 -0.76
C18 0.65 -2.55 -2.14
C19 1.39 -3.09 -3.19
C20 0.91 -2.98 -4.48
C21 -0.30 -2.32 -4.69
C22 -0.98 -1.81 -3.59
N8 -0.53 -1.91 -2.35
H12 1.37 -3.74 4.98
H13 0.95 -4.47 3.42
H14 2.03 -3.05 3.48
H15 1.93 -3.25 -0.47
H16 2.32 -3.60 -2.98
H17 1.45 -3.40 -5.30
H18 -0.71 -2.21 -5.68
H19 -1.93 -1.29 -3.71
F1 1.19 6.30 3.99
C23 1.24 5.15 3.34
C24 2.44 4.46 3.20
F2 3.56 4.96 3.72
C25 2.47 3.26 2.50
F3 3.66 2.68 2.35
C26 1.33 2.70 1.94
P1 1.34 1.08 1.08
C27 2.51 0.17 2.15
C28 3.69 -0.42 1.72
C29 4.52 -1.05 2.62
C30 4.20 -1.10 3.96
C31 3.01 -0.53 4.40
C32 2.16 0.09 3.50
C33 2.30 1.49 -0.41
C34 2.63 2.79 -0.79
C35 3.21 3.04 -2.03
C36 3.46 1.99 -2.90
C37 3.13 0.70 -2.54
C38 2.54 0.45 -1.31
C39 0.15 3.42 2.07
Br1 -1.46 2.82 1.27
C40 0.09 4.62 2.75
F4 -1.05 5.30 2.87
H20 3.98 -0.36 0.68
H21 5.45 -1.49 2.27
H22 4.86 -1.58 4.67
H23 2.74 -0.57 5.45
H24 1.23 0.52 3.85
H25 2.43 3.62 -0.13
H26 3.47 4.05 -2.30
H27 3.92 2.19 -3.86
H28 3.33 -0.13 -3.22
H29 2.26 -0.56 -1.05

The calculation puts the LUMO energy (spin up / spin down) at -3.23 / -3.33 eV. The calculation puts the HOMO energy (spin up / spin down) at -9.4 / -10.1 eV. As for the charge: +1. As for the energy relative to the best compared isomer or geometry (same formula, charge and spin): 0.0 kcal per mole. Its spin multiplicity is 4. As for the expectation value of S²: 3.7897. The gap between HOMO and LUMO (spin up / spin down) comes out at 6.2 / 6.7 eV.

=====

(12)
ORCA calculation (ωB97M-V with the def2-TZVPD basis set) on a molecular structure, C6H5ClO6.

Cartesian coordinates (Å):
O1 -2.48 2.09 1.12
O2 3.21 0.11 -0.07
O3 0.77 -1.50 2.04
Cl1 0.10 1.10 -2.06
O4 2.53 2.20 -0.74
O5 1.37 0.46 2.89
O6 -0.23 1.76 0.98
C1 -1.51 1.46 0.79
C2 2.32 0.85 -0.50
C3 0.82 -0.30 1.94
C4 -1.36 0.01 0.46
C5 0.93 0.27 -0.66
C6 0.16 0.38 0.67
H1 3.47 2.42 -0.58
H2 1.76 -0.10 3.57
H3 -1.70 -0.24 -0.53
H4 -1.74 -0.69 1.16
H5 1.11 -0.78 -0.95

The calculation puts the LUMO energy at 0.35 eV. The calculation puts the HOMO energy at -10.8 eV. As for the energy relative to the best compared isomer or geometry (same formula, charge and spin): 4.7 kcal per mole. The gap between HOMO and LUMO comes out at 11.1 eV.

=====

Number 1: F_max 0.00628 hartree/bohr. Number 2: F_max 0.06243 hartree/bohr. Number 3: F_max 0.08636 hartree/bohr. Number 4: F_max 0.02188 hartree/bohr. Number 5: F_max 0.04185 hartree/bohr. Number 6: F_max 0.12003 hartree/bohr. Number 7: F_max 0.28249 hartree/bohr. Number 8: F_max 0.11367 hartree/bohr. Number 9: F_max 0.08865 hartree/bohr. Number 10: F_max 0.03058 hartree/bohr. Number 11: F_max 0.01356 hartree/bohr. Number 12: F_max 0.09273 hartree/bohr.